C3HNS | ωB97M-V with the def2-TZVPD basis set

The geometry in XYZ format:
```
6
Properties=species:S:1:pos:R:3:mulliken_charge:R:1
C 0.406 0.048 0.006 -0.232
C 1.226 -0.723 0.790 0.073
C 2.746 0.145 0.259 0.160
N 2.581 -0.802 1.064 -0.297
S 1.581 1.101 -0.714 -0.021
H -0.730 -0.096 -0.160 0.316
```

Summary:
Frontier orbital gap (spin up / spin down): 8.46 / 8.18 eV
HOMO level (spin up / spin down): -0.3336 / -0.3302 Ha
Relative energy (zero: lowest compared OMol25 entry of this formula, charge and spin): 373.2 kJ/mol
E_LUMO (spin up / spin down): -0.6191 / -0.8092 eV

***

C27H36BrCuN3O5Si | ωB97M-V with the def2-TZVPD basis set

The geometry in XYZ format:
```
74
Properties=species:S:1:pos:R:3:mulliken_charge:R:1
Cu 0.888 0.251 2.508 -0.088
Br -2.164 2.142 -3.597 -0.199
C -1.109 3.439 -2.699 0.033
C -1.623 4.705 -2.478 -0.616
C -0.840 5.644 -1.827 -0.079
C 0.431 5.323 -1.363 -0.427
C 0.936 4.045 -1.612 0.022
C 0.170 3.107 -2.282 -0.012
N 1.202 6.389 -0.805 -0.645
N 1.969 6.216 0.171 -0.517
C 1.949 5.075 0.975 0.036
C 3.195 4.689 1.464 -0.263
C 3.426 3.484 2.101 -1.082
C 2.375 2.562 2.297 1.347
O 2.530 1.390 2.740 -0.810
C 1.023 3.059 1.991 0.393
N 0.012 2.264 2.406 -0.679
C -1.226 2.676 2.253 -0.345
C -1.542 3.917 1.684 -0.788
C -0.529 4.722 1.237 -0.498
C 0.812 4.297 1.356 0.759
H -2.620 4.955 -2.814 0.413
H -1.213 6.647 -1.660 0.447
H 1.926 3.777 -1.267 0.359
H 0.558 2.113 -2.460 0.372
H 4.020 5.362 1.257 0.392
H 4.420 3.196 2.414 0.428
H -2.007 2.014 2.608 0.567
H -2.576 4.226 1.605 0.405
H -0.756 5.690 0.811 0.618
C 3.128 -1.857 -1.775 -2.007
C 1.760 -1.391 -1.289 2.411
C 0.797 -1.262 -2.469 -1.515
C 1.896 -0.051 -0.570 -1.792
O 1.299 -2.410 -0.412 0.153
Si 0.096 -2.412 0.729 -0.675
O 0.256 -1.404 1.916 -0.389
O -1.298 -2.197 -0.161 0.556
C -2.505 -1.558 0.241 2.019
C -3.543 -1.931 -0.810 -1.949
C -2.943 -2.051 1.619 -1.708
C -2.289 -0.047 0.262 -1.043
O 0.100 -3.960 1.300 -0.357
C -0.032 -5.228 0.675 1.905
C -1.251 -5.907 1.294 -1.709
C 1.236 -6.014 1.000 -1.753
C -0.207 -5.137 -0.841 -1.385
H 3.554 -1.143 -2.485 0.382
H 3.036 -2.828 -2.265 0.436
H 3.807 -1.960 -0.928 0.426
H 1.129 -0.479 -3.156 0.424
H -0.204 -1.021 -2.114 0.109
H 0.744 -2.206 -3.015 0.366
H 2.378 0.680 -1.225 0.581
H 2.497 -0.160 0.334 0.394
H 0.918 0.340 -0.278 -0.141
H -3.672 -3.015 -0.840 0.383
H -3.214 -1.596 -1.795 0.338
H -4.508 -1.469 -0.585 0.391
H -3.116 -3.129 1.597 0.302
H -3.868 -1.555 1.925 0.536
H -2.167 -1.838 2.355 0.226
H -2.002 0.309 -0.731 0.138
H -1.488 0.190 0.961 -0.240
H -3.201 0.474 0.567 0.599
H -1.151 -5.924 2.380 0.334
H -1.358 -6.931 0.929 0.424
H -2.155 -5.349 1.040 0.280
H 1.360 -6.085 2.082 0.356
H 2.101 -5.493 0.589 0.329
H 1.195 -7.022 0.580 0.409
H -1.078 -4.533 -1.094 0.167
H -0.338 -6.141 -1.254 0.534
H 0.667 -4.676 -1.299 0.214
```

Summary:
Frontier orbital gap: 6.83 eV
HOMO level: -0.1659 Ha
Net charge: -1
E_LUMO: 2.3198 eV

***

C5H4ClNS | ωB97M-V with the def2-TZVPD basis set

The geometry in XYZ format:
```
12
Properties=species:S:1:pos:R:3:mulliken_charge:R:1
S -2.104 -0.689 -2.163 -0.216
C -1.484 0.119 -0.688 -0.221
C -0.313 0.108 -0.150 0.729
C 1.013 -0.349 -0.566 -0.263
N 1.914 -0.065 0.338 -0.482
C 1.275 0.380 1.528 0.187
Cl 2.257 0.780 2.860 -0.172
C -0.033 0.535 1.296 -0.686
H -0.943 -1.466 -2.699 0.151
H -2.295 0.565 -0.184 0.319
H 1.485 -0.676 -1.594 0.281
H -0.773 0.757 2.024 0.374
```

Summary:
Frontier orbital gap: 8.35 eV
HOMO level: -0.3300 Ha
Relative energy (zero: lowest compared OMol25 entry of this formula, charge and spin): 159.0 kJ/mol
SMILES: S/C=C1\C=NC(Cl)=C1
E_LUMO: -0.6302 eV

***

C4H7N2O | ωB97M-V with the def2-TZVPD basis set

The geometry in XYZ format:
```
14
Properties=species:S:1:pos:R:3:mulliken_charge:R:1
C 0.020 -2.762 -2.135 -0.143
C 0.292 0.251 0.824 0.615
C 1.205 -0.343 1.680 -1.122
C -1.006 2.163 -0.121 -0.672
N -0.297 -1.666 -1.952 0.264
N -0.396 1.019 0.341 0.184
O -0.483 -0.629 -1.423 -0.601
H 0.140 -3.776 -2.463 0.451
H 0.836 -1.098 2.299 0.388
H 1.940 -0.784 1.094 0.316
H 1.411 0.249 2.568 0.348
H -0.747 2.291 -1.202 0.307
H -2.144 2.051 -0.040 0.292
H -0.773 3.035 0.531 0.373
```

Summary:
Frontier orbital gap: 10.04 eV
HOMO level: -0.5069 Ha
Net charge: +1
Relative energy (zero: lowest compared OMol25 entry of this formula, charge and spin): 522.9 kJ/mol
E_LUMO: -3.7538 eV

***

C28H75N3O16 | ωB97M-V with the def2-TZVPD basis set

The geometry in XYZ format:
```
122
Properties=species:S:1:pos:R:3:mulliken_charge:R:1
C 0.076 -7.967 -2.678 -0.701
O -1.357 -7.942 -2.944 -0.485
C -1.999 -6.683 -2.733 0.028
C -2.457 -6.350 -1.290 -0.437
N -2.674 -4.907 -1.152 -0.158
C -2.462 -4.355 0.147 -0.650
C -2.251 -2.804 0.033 0.496
O -2.216 -2.166 1.299 -0.396
C -1.208 -2.618 2.215 -0.334
H 0.255 -8.972 -2.618 0.461
H 0.363 -7.718 -1.637 0.145
H 0.695 -7.632 -3.475 0.306
H -2.830 -6.479 -3.390 0.467
H -1.365 -5.918 -3.193 -0.185
H -1.687 -6.695 -0.593 0.223
H -3.315 -6.915 -0.914 0.412
H -1.968 -4.403 -1.762 -0.360
H -1.606 -4.775 0.669 0.020
H -3.149 -4.599 0.855 0.897
H -3.155 -2.453 -0.486 0.320
H -1.349 -2.510 -0.446 -0.293
H -0.158 -2.790 1.780 -0.037
H -1.409 -3.475 2.806 0.501
H -0.959 -1.710 2.874 -0.134
C 4.088 0.408 -3.903 -0.725
O 2.772 0.222 -3.488 -0.233
C 2.128 -0.820 -4.129 -0.572
C 2.503 -2.121 -3.446 0.050
N 1.421 -3.059 -3.728 0.067
C 1.380 -4.284 -3.002 -1.735
C 1.118 -4.021 -1.446 1.094
O 1.050 -5.259 -0.746 -0.325
C 1.098 -5.282 0.659 -0.974
H 4.573 1.466 -3.698 0.107
H 4.177 0.247 -5.013 0.334
H 4.740 -0.280 -3.396 0.380
H 2.022 -0.908 -5.174 0.588
H 0.981 -0.673 -4.011 -0.308
H 2.575 -1.988 -2.323 0.108
H 3.390 -2.657 -3.772 0.247
H 1.422 -3.236 -4.724 0.237
H 2.284 -4.810 -3.264 0.467
H 0.624 -4.966 -3.360 0.436
H 0.136 -3.654 -1.433 -0.730
H 1.843 -3.382 -0.860 0.605
H 1.903 -4.643 1.132 0.360
H 1.416 -6.071 1.275 0.434
H 0.276 -4.727 1.171 0.132
C 3.634 3.477 -1.717 -1.102
O 3.009 4.607 -1.086 -0.475
C 2.455 4.116 0.059 1.110
C 1.865 5.275 0.939 -1.010
N 0.973 4.617 1.844 0.821
C 1.039 5.035 3.239 -0.213
C 0.485 6.460 3.394 -0.519
O 0.220 6.812 4.746 -0.375
C 1.052 7.917 5.098 -0.716
H 3.017 2.537 -1.579 0.478
H 4.495 3.223 -1.255 0.503
H 3.695 3.687 -2.794 0.354
H 3.274 3.714 0.722 0.193
H 1.730 3.415 -0.069 -1.026
H 1.192 5.921 0.398 0.230
H 2.571 5.734 1.602 0.509
H -0.024 4.887 1.684 -0.276
H 2.133 4.930 3.584 0.440
H 0.396 4.325 3.775 -0.280
H -0.479 6.342 3.004 0.235
H 1.099 7.227 2.841 0.450
H 0.955 8.304 6.088 0.288
H 0.878 8.751 4.370 0.280
H 2.131 7.646 4.973 0.288
O -4.543 3.012 1.945 -0.587
C -3.875 2.082 2.689 0.019
C -3.730 2.647 4.126 -0.553
O -2.816 3.687 3.789 -0.531
H -4.009 3.810 2.126 0.375
H -4.448 1.191 2.807 0.522
H -2.916 1.790 2.065 -0.180
H -3.353 1.979 4.841 0.412
H -4.723 3.001 4.500 0.287
H -2.391 4.058 4.561 0.245
O -0.316 0.128 0.403 0.738
C 0.958 -0.614 0.158 1.167
C 1.868 0.413 -0.485 -0.355
O 3.170 -0.124 -0.667 -0.731
H -0.425 0.530 1.343 -0.721
H 1.486 -1.072 0.999 0.554
H 0.810 -1.485 -0.527 -1.708
H 2.009 1.297 0.063 0.493
H 1.448 0.737 -1.502 0.501
H 3.224 0.033 -1.620 0.196
O -2.788 -0.038 -3.141 -0.625
C -1.802 -1.032 -3.452 0.529
C -2.526 -2.371 -3.381 -0.392
O -1.595 -3.394 -3.742 -0.521
H -2.533 0.443 -2.317 0.534
H -1.380 -0.885 -4.414 0.435
H -0.957 -0.948 -2.721 -0.625
H -3.310 -2.312 -4.066 0.614
H -2.931 -2.517 -2.389 -0.050
H -0.770 -3.118 -3.323 0.088
O -0.204 1.590 5.756 -0.626
C 0.725 1.412 4.773 -0.632
C 0.063 1.475 3.375 0.874
O 1.072 1.299 2.340 -0.585
H -0.645 2.434 5.649 0.332
H 1.546 2.172 4.916 0.229
H 1.239 0.483 4.998 0.443
H -0.412 2.456 3.218 -0.497
H -0.809 0.727 3.347 0.025
H 1.302 2.166 2.094 0.141
O -1.489 1.583 -1.424 -0.534
C -1.236 3.024 -1.283 -0.547
C -1.674 3.338 0.187 0.595
O -1.365 4.623 0.476 -0.509
H -0.982 1.051 -0.762 0.250
H -0.126 3.264 -1.422 0.056
H -1.734 3.444 -2.137 0.559
H -1.172 2.636 0.879 -0.864
H -2.772 3.203 0.123 0.419
H -1.696 5.069 -0.317 0.403
```

Summary:
Frontier orbital gap: 8.81 eV
HOMO level: -0.3121 Ha
Relative energy (zero: lowest compared OMol25 entry of this formula, charge and spin): 575.5 kJ/mol
SMILES: COCCNCCOC.COCCNCCOC.COCCNCCOC.OCCO.OCCO.OCCO.OCCO.OCCO
E_LUMO: 0.3149 eV

***

C13H20BrClN2O11PS2 | ωB97M-V with the def2-TZVPD basis set

The geometry in XYZ format:
```
51
Properties=species:S:1:pos:R:3:mulliken_charge:R:1
C -1.422 -4.967 2.475 -1.324
C 0.023 -5.468 2.392 0.482
Cl -0.080 -7.188 1.819 -0.179
C 0.936 -4.717 1.355 -1.807
C 0.313 -3.407 0.932 0.373
N 0.479 -2.332 1.714 0.207
C -0.073 -1.147 1.431 -0.285
P 0.153 0.291 2.609 -0.093
N 1.609 -0.017 3.511 -0.624
O 0.494 1.544 1.651 -0.081
C -0.838 -0.989 0.307 -0.160
C -1.018 -2.086 -0.510 0.403
C -1.885 -2.027 -1.774 0.084
O -1.392 -1.906 -2.861 -0.467
O -3.214 -2.149 -1.554 -0.438
C -0.437 -3.333 -0.210 0.309
Br -0.751 -4.807 -1.351 0.035
H -1.520 -3.933 2.825 0.285
H -1.970 -5.157 1.547 0.303
H -1.923 -5.586 3.229 0.461
H 0.492 -5.496 3.376 0.395
H 1.922 -4.530 1.803 0.425
H 1.117 -5.369 0.503 0.608
H 1.035 -2.402 2.560 0.271
H 2.329 -0.296 2.837 0.315
H 1.428 -0.818 4.113 0.303
H 1.432 1.440 1.375 0.386
H -1.300 -0.037 0.056 0.635
H -3.344 -2.618 -0.718 0.393
C 2.324 4.053 -1.555 0.043
C 3.342 4.839 -0.763 -0.402
O 3.793 3.918 0.245 -0.322
S 3.764 2.435 -0.344 0.985
O 5.060 2.076 -0.776 -0.537
O 3.027 1.618 0.568 -0.607
O 2.858 2.719 -1.628 -0.280
H 1.364 4.007 -1.041 -0.013
H 2.177 4.459 -2.553 0.365
H 2.920 5.731 -0.309 0.344
H 4.201 5.118 -1.377 0.308
C -3.351 4.135 -2.758 -0.386
C -2.536 3.022 -3.379 -0.298
O -1.338 2.972 -2.588 -0.290
S -1.682 3.375 -1.075 1.088
O -1.853 2.181 -0.323 -0.531
O -0.796 4.412 -0.675 -0.591
O -3.125 4.008 -1.346 -0.289
H -2.992 5.116 -3.074 0.292
H -4.410 4.048 -2.982 0.324
H -2.299 3.208 -4.422 0.332
H -3.043 2.059 -3.289 0.251
```

Summary:
Frontier orbital gap: 7.90 eV
HOMO level: -0.4483 Ha
Net charge: +1
E_LUMO: -4.3005 eV

***

C23H35Br5N2O5SiZr | ωB97M-V with the def2-TZVPD basis set

The geometry in XYZ format:
```
72
Properties=species:S:1:pos:R:3:mulliken_charge:R:1
Zr 2.175 0.572 -0.640 0.563
Br 7.270 2.190 3.883 -0.166
C 5.588 1.813 3.129 0.224
C 4.461 1.685 3.936 0.187
Br 4.601 1.885 5.803 -0.178
C 3.215 1.406 3.369 -0.299
Br 1.645 1.220 4.387 -0.061
C 3.106 1.252 2.000 0.053
O 1.972 0.990 1.358 -0.180
C 4.242 1.377 1.188 1.074
O 4.023 1.203 -0.122 -0.968
C 5.482 1.659 1.741 -0.485
Br 6.947 1.813 0.579 -0.113
Br 2.607 -0.653 -2.929 -0.615
C -1.541 -1.331 0.470 -1.906
C -2.332 -0.399 -0.468 2.803
C -2.327 -1.068 -1.854 -2.174
C -3.781 -0.352 0.028 -1.886
Si -1.571 1.357 -0.566 -1.255
C -2.111 2.356 -2.098 2.376
C -1.524 1.738 -3.383 -1.707
C -3.642 2.380 -2.226 -1.881
C -1.620 3.813 -2.058 -2.005
C -1.565 2.315 1.080 2.757
C -1.308 1.383 2.276 -1.737
C -2.930 2.988 1.294 -1.865
C -0.472 3.392 1.141 -1.453
H -1.926 -2.348 0.346 0.639
H -1.641 -1.075 1.522 0.175
H -0.477 -1.358 0.244 0.079
H -2.715 -2.085 -1.752 0.577
H -1.321 -1.134 -2.275 0.299
H -2.959 -0.557 -2.580 0.377
H -4.197 -1.364 0.008 0.535
H -4.427 0.275 -0.592 0.288
H -3.850 0.003 1.054 0.294
H -1.822 0.703 -3.549 0.306
H -0.435 1.775 -3.386 0.224
H -1.882 2.321 -4.235 0.536
H -4.063 1.392 -2.418 0.287
H -3.913 3.015 -3.073 0.571
H -4.138 2.791 -1.345 0.297
H -0.534 3.873 -1.986 0.254
H -2.055 4.397 -1.247 0.320
H -1.916 4.296 -2.994 0.607
H -2.123 0.679 2.445 0.124
H -1.222 1.994 3.178 0.714
H -0.375 0.827 2.175 0.129
H -3.763 2.284 1.261 0.305
H -3.130 3.776 0.569 0.293
H -2.942 3.450 2.284 0.552
H 0.526 2.952 1.088 -0.014
H -0.559 3.901 2.105 0.570
H -0.553 4.143 0.362 0.263
O 0.070 0.876 -0.904 2.015
O 0.924 1.988 -1.346 -0.854
N 2.142 -1.622 0.164 -0.723
C 1.831 -2.712 -0.086 0.613
N 1.491 -3.923 -0.373 0.077
C 1.910 -4.524 -1.652 -0.446
C 2.543 -5.876 -1.349 -0.594
O 1.657 -6.678 -0.592 -0.377
C 1.387 -6.102 0.668 -0.697
C 0.680 -4.764 0.506 -0.450
H 2.592 -3.837 -2.152 0.391
H 1.020 -4.647 -2.275 0.239
H 3.484 -5.739 -0.798 0.344
H 2.750 -6.418 -2.270 0.345
H 2.323 -5.966 1.228 0.358
H 0.754 -6.807 1.207 0.351
H 0.547 -4.254 1.458 0.445
H -0.300 -4.903 0.039 0.260
```

Summary:
Frontier orbital gap: 8.13 eV
HOMO level: -0.2936 Ha
Relative energy (zero: lowest compared OMol25 entry of this formula, charge and spin): 0.0 kJ/mol
E_LUMO: 0.1365 eV

***

C12H22N3O2S | ωB97M-V with the def2-TZVPD basis set

The geometry in XYZ format:
```
40
Properties=species:S:1:pos:R:3:mulliken_charge:R:1
C -3.966 -5.832 -2.970 -0.165
C -3.068 -5.053 -3.071 -0.203
N -1.968 -4.239 -2.995 -0.099
C -1.987 -3.019 -2.486 0.336
N -0.872 -2.250 -2.472 -0.272
C -0.622 -1.736 -1.065 -0.778
C -1.848 -0.998 -0.600 -0.345
C -3.066 -1.923 -0.617 -0.393
S -3.170 -3.135 0.721 -0.091
N -3.192 -2.559 -1.972 -0.166
H -4.789 -6.503 -2.891 0.416
H -1.104 -4.599 -3.385 0.270
H -0.065 -2.805 -2.753 0.292
H -0.471 -2.624 -0.443 0.277
H 0.279 -1.133 -1.029 0.457
H -2.054 -0.173 -1.283 0.280
H -1.667 -0.569 0.382 0.382
H -3.961 -1.319 -0.493 0.406
H -1.976 -3.730 0.581 0.102
H -3.573 -1.854 -2.601 0.310
C -0.869 3.388 0.268 -1.109
C 0.074 2.527 -0.531 0.836
O -0.292 1.477 -1.024 -0.536
C 1.481 3.025 -0.676 -0.899
H -1.853 2.927 0.307 0.266
H -0.483 3.510 1.281 0.309
H -0.951 4.374 -0.190 0.364
H 1.928 3.128 0.311 0.135
H 1.483 3.996 -1.175 0.369
H 2.065 2.319 -1.263 0.276
C 4.986 1.814 2.881 -1.124
C 3.610 2.421 2.984 0.851
O 2.754 2.196 2.156 -0.562
C 3.351 3.321 4.164 -1.098
H 5.047 1.190 1.992 0.280
H 5.738 2.602 2.821 0.338
H 5.194 1.209 3.764 0.343
H 4.046 4.163 4.151 0.329
H 3.501 2.770 5.094 0.344
H 2.331 3.695 4.127 0.269
```

Summary:
Frontier orbital gap: 7.90 eV
HOMO level: -0.4312 Ha
Net charge: +1
Relative energy (zero: lowest compared OMol25 entry of this formula, charge and spin): 0.0 kJ/mol
E_LUMO: -3.8291 eV

***

C4H4NO5 | ωB97M-V with the def2-TZVPD basis set

The geometry in XYZ format:
```
14
Properties=species:S:1:pos:R:3:mulliken_charge:R:1
C 0.277 0.540 1.996 -0.914
C 0.457 -0.575 1.356 0.670
C -1.862 0.213 -0.988 0.751
C 0.817 0.761 -1.244 0.047
N 0.829 -1.700 1.066 -0.334
O -2.302 0.896 -1.830 -0.518
O -1.998 -0.415 -0.008 -0.479
O 0.677 -2.312 -0.153 -0.340
O 0.697 1.886 -0.813 -0.547
O -0.069 -0.120 -1.478 -0.618
H 0.986 1.344 1.908 0.226
H -0.654 0.751 2.490 0.240
H 1.854 0.388 -1.512 0.343
H 0.290 -1.655 -0.789 0.473
```

Summary:
Frontier orbital gap: 9.37 eV
HOMO level: -0.1981 Ha
Net charge: -1
Relative energy (zero: lowest compared OMol25 entry of this formula, charge and spin): 223.9 kJ/mol
E_LUMO: 3.9761 eV